*w*
Entry from the OMol25 dataset: an isolated molecule of C3H8O3 (ωB97M-V/def2-TZVPD).

Computed properties:
SMILES: OCC(O)CO
HOMO-LUMO gap, eV: 10.52

ORCA input file:
```
! wB97M-V def2-TZVPD RIJCOSX def2/J DEFGRID3
* xyz 0 1
O -1.54759 -0.78474 -0.70740
O 0.10669 1.42752 -0.87069
O 0.98911 -1.16390 -0.62186
C -0.01904 0.73351 0.31477
C -1.25405 -0.10546 0.57620
C 1.19552 -0.23259 0.38967
H 0.21904 1.41869 1.02766
H -2.00048 0.45861 0.79565
H -0.91862 -0.86666 1.36764
H 2.10384 0.40252 0.09832
H -0.54627 -1.14818 -0.86745
H 1.18950 -0.78261 1.46821
H 1.12250 -0.54902 -1.46655
H -0.64013 1.19232 -1.50419
*
```



*x*
Entry from the OMol25 dataset: an isolated molecule of C3H8O3 (ωB97M-V/def2-TZVPD).

Computed properties:
SMILES: OCC(O)CO
HOMO-LUMO gap, eV: 10.17

ORCA input file:
```
! wB97M-V def2-TZVPD RIJCOSX def2/J DEFGRID3
* xyz 0 1
O 1.36283 0.98268 0.63766
O -0.63044 -1.01313 1.36292
O -1.05344 1.24670 0.03094
C -0.88629 -0.99465 -0.04595
C -0.25408 0.23810 -0.65756
C 1.39924 0.08789 -0.44289
H -0.36871 0.43575 -1.71360
H 1.94987 -0.83893 -0.09566
H 2.09137 0.47972 -1.22461
H -0.40976 -1.87291 -0.47307
H -0.82570 2.16305 -0.17579
H -1.24356 -0.37481 1.75825
H -1.96603 -0.99922 -0.22712
H 0.83471 0.45976 1.26649
*
```



Most stable: *x*